1.
A molecular structure, C26H31F5NO7P2V, computed with ωB97M-V/def2-TZVPD.

CARTESIAN COORDINATES (ANGSTROEM)
V  0.744396  -0.029863  -1.243860
C  1.463537  4.149425  -0.815311
C  1.926007  3.186269  -1.889162
O  2.611265  3.808308  -2.935962
P  0.595950  2.279914  -2.789005
O  -0.685255  2.289454  -1.835143
O  0.128891  3.136137  -4.003525
O  0.884282  0.861560  -3.121545
P  3.059953  1.904641  -1.147471
O  3.686208  1.274802  -2.443833
O  3.942484  2.349328  -0.088027
O  1.933052  0.850531  -0.727584
H  0.987433  5.020731  -1.263975
H  2.333502  4.478942  -0.243673
H  0.772059  3.668546  -0.122975
H  3.317281  4.380288  -2.593947
H  -1.147175  3.135378  -1.824598
H  0.762729  3.309235  -4.703016
H  4.594850  0.972142  -2.320898
C  -1.643676  -1.972239  -4.288077
C  -2.077910  -1.567539  -2.917291
C  -3.382333  -1.773600  -2.459856
C  -3.753306  -1.463333  -1.154220
C  -5.121459  -1.792890  -0.669479
C  -2.821767  -0.885679  -0.289126
C  -1.501231  -0.660637  -0.697326
C  -1.167059  -1.016465  -2.035983
N  -0.422358  -0.228503  0.046138
C  -0.408382  0.107921  1.435516
C  0.993749  0.611310  1.831589
C  1.063558  0.965052  3.320745
C  0.063134  2.077292  3.624952
C  -1.329594  1.585344  3.249947
C  -1.680174  0.339314  4.064311
C  -0.656368  -0.756931  3.776978
C  0.738584  -0.271450  4.154818
C  -0.712071  -1.144711  2.300620
C  -1.407257  1.249617  1.758361
H  -2.481150  -2.333218  -4.875869
H  -0.903385  -2.771784  -4.224237
H  -1.184140  -1.135446  -4.814742
H  -4.108120  -2.217210  -3.124888
H  -5.694038  -2.293390  -1.443388
H  -5.655057  -0.894943  -0.364879
H  -5.067551  -2.446437  0.198606
H  -3.141497  -0.694814  0.721813
H  -0.114037  -0.991542  -2.401016
H  1.231904  1.515069  1.258181
H  1.749024  -0.150244  1.602992
H  2.077969  1.304865  3.541129
H  0.319529  2.981652  3.068633
H  0.097573  2.325935  4.684889
H  -2.063932  2.368191  3.457444
H  -2.684895  -0.001197  3.813325
H  -1.675970  0.579460  5.124857
H  -0.903923  -1.643923  4.367064
H  1.482737  -1.047046  3.970189
H  0.769441  -0.019694  5.214841
H  -1.690779  -1.556211  2.058879
H  0.043185  -1.900284  2.077840
H  -1.138475  2.113335  1.138406
H  -2.429869  0.963468  1.520823
F  -0.408673  -3.010869  -0.520853
C  0.939910  -3.030166  -0.558833
C  1.631143  -1.839326  -0.768473
C  3.014910  -1.963752  -0.740582
F  3.766570  -0.852341  -0.896389
C  3.682758  -3.168038  -0.522825
F  5.002859  -3.186678  -0.499257
C  2.947183  -4.341532  -0.336629
F  3.548193  -5.492760  -0.135340
C  1.554148  -4.262595  -0.355308
F  0.800927  -5.334182  -0.175513

Atomic forces in eV per Å
-3.59 -4.11 -0.10
-0.21 -0.02 0.17
0.49 -0.78 -0.07
0.41 0.48 -0.39
-1.22 2.47 -0.45
0.63 -0.29 -0.41
-0.14 -0.21 0.46
0.24 -1.28 0.87
1.64 1.98 -1.18
-0.22 0.11 0.25
-0.18 -0.12 0.25
3.17 2.12 2.04
-0.07 -0.02 -0.05
-0.03 0.02 -0.02
0.01 0.05 0.11
-0.11 -0.04 -0.10
-0.34 0.23 0.19
0.38 0.25 -0.40
0.26 -0.14 -0.07
0.10 -0.05 -0.10
-0.26 0.02 -0.09
0.58 0.18 -0.01
0.41 0.11 -0.09
-0.16 0.02 0.10
0.19 0.16 0.03
-1.18 -0.75 -1.05
-0.01 0.19 0.27
0.23 0.36 -0.42
0.22 0.47 1.88
0.07 0.16 0.15
0.12 0.01 0.04
0.06 -0.15 -0.10
-0.21 0.24 0.12
0.10 0.04 -0.14
-0.13 -0.24 0.32
-0.01 0.12 -0.16
0.09 0.07 -0.28
0.08 -0.13 -0.21
-0.04 -0.02 -0.05
0.00 -0.03 -0.05
0.00 0.01 -0.03
-0.04 -0.04 -0.09
-0.10 -0.02 0.00
-0.07 0.08 0.01
-0.02 -0.08 0.08
0.13 0.07 0.07
-1.12 -1.22 -1.18
-0.07 -0.09 0.21
-0.07 0.04 -0.02
-0.01 -0.01 -0.04
-0.01 0.08 -0.03
0.00 0.05 0.05
0.01 -0.02 -0.06
-0.13 -0.06 0.00
-0.02 0.03 0.12
0.00 0.00 -0.08
0.04 -0.11 0.06
0.04 -0.05 0.05
-0.02 -0.06 -0.04
0.00 -0.13 -0.01
-0.08 0.03 0.06
0.01 0.06 -0.09
0.47 -0.41 0.10
-0.33 -0.14 0.16
-0.03 -0.01 -0.49
0.27 0.04 0.05
0.27 -0.60 0.08
-0.29 0.23 -0.04
-0.02 -0.08 0.01
-0.19 0.33 -0.05
-0.05 0.19 -0.03
-0.04 0.38 -0.10
0.17 -0.01 0.02

The LUMO energy (alpha / beta) comes out at -8.57 / -8.58 eV. The strongest force on any atom comes out at 5.46 eV/A. The energy comes out at -101128.094 eV. Its total charge is +2. As for the orbital gap (alpha / beta): 6.199 / 6.197 eV.

Atom charges from the Löwdin analysis, given in e for atoms 1 to 5: 0.996 -0.026 -0.574 -0.025 0.537

***

2.
5 unconnected molecules or ions with the total composition C4H17O5S2, computed with ωB97M-V/def2-TZVPD.

CARTESIAN COORDINATES (ANGSTROEM)
C  -0.560683  -0.719431  0.497524
C  0.235438  -0.400499  1.798243
O  1.287401  0.433618  1.495742
C  -1.475175  -1.902453  0.621673
S  -2.554072  -2.314008  -0.853477
S  -2.265553  -1.099912  -2.470697
C  -0.539250  -0.789868  -2.906130
H  -0.975849  0.229752  0.157655
H  0.288132  -0.801594  -0.199380
H  0.618665  -1.383638  2.164819
H  -0.400653  0.080926  2.581031
H  -0.818418  -2.723894  0.908342
H  -2.315505  -1.737026  1.321581
H  -0.602408  -0.021726  -3.665477
H  -0.048777  -1.670311  -3.366655
H  0.072899  -0.401666  -2.125515
H  1.471330  3.176745  1.778307
H  0.919749  1.865173  1.965864
O  0.600962  2.846012  2.090916
H  1.700585  2.516493  -0.602313
H  1.135660  1.151378  0.082263
O  1.238093  1.706985  -0.794777
H  2.223486  -1.444791  0.423462
H  1.058835  -2.279680  0.258907
O  2.017309  -2.392666  0.355172
H  -0.914962  2.832810  0.250605
H  -0.345622  2.322383  -1.068619
O  -1.051604  2.920895  -0.699056

Atomic forces in eV per Å
0.84 1.59 0.42
-0.09 -0.14 0.19
0.25 0.09 -0.49
-0.99 0.86 -0.61
0.97 -1.08 0.15
-0.14 1.09 0.00
0.22 -1.40 -0.81
-0.78 -0.15 0.07
-0.63 -0.70 -0.15
-0.34 0.39 0.32
-0.08 -0.56 -0.31
-0.65 -0.56 -0.13
1.00 -0.05 0.34
-0.19 0.23 -0.22
-0.25 0.35 0.34
0.17 0.25 0.63
-0.91 0.56 0.35
-0.94 0.03 0.22
1.68 -0.53 -0.44
0.12 0.24 0.35
0.73 0.68 -0.30
-0.04 -1.44 -0.13
0.48 0.03 0.32
0.36 -0.66 -0.03
-0.37 0.40 -0.27
0.22 0.13 0.15
-0.54 0.76 0.63
-0.11 -0.41 -0.61

The LUMO energy comes out at 2.99 eV. The strongest force on any atom comes out at 1.85 eV/A. For the energy above the lowest of the compared OMol25 structures with the same formula, charge and spin, the calculation gives 0.0 kcal/mol. The energy comes out at -36332.725 eV. Its total charge is -1. As for the orbital gap: 8.113 eV.

Atom charges from the natural (NBO) analysis, given in e for atoms 1 to 5: -0.503 -0.033 -0.942 -0.499 0.019

***

3.
A molecular structure, C9H11O3, computed with ωB97M-V/def2-TZVPD.

CARTESIAN COORDINATES (ANGSTROEM)
C  -2.756781  2.154556  -2.267457
C  -2.904058  0.646572  -2.212030
O  -4.017052  0.212304  -2.560655
O  -2.036092  0.062957  -1.526862
H  -3.626525  2.437333  -1.632991
H  -2.954445  2.466688  -3.321281
H  -1.822147  2.667036  -1.815918
C  2.612750  0.211844  2.679896
C  0.281387  -1.330269  -0.452716
C  -0.143576  -1.329961  0.832081
C  1.644725  -1.010529  -0.663140
C  0.543308  -0.888835  1.932001
C  2.392408  -0.363007  0.307835
C  1.876816  -0.436026  1.624078
O  -0.585169  -1.736090  -1.357463
H  -1.480348  -0.913801  -1.449831
H  -1.079116  -1.803863  1.075872
H  2.003813  -1.479249  -1.554819
H  0.147046  -0.923425  3.038920
H  3.352776  0.001847  0.251469
H  3.322824  1.054252  2.449989
H  3.315153  -0.506884  3.309288
H  1.912302  0.806551  3.313731

Atomic forces in eV per Å
0.26 1.42 0.04
-2.49 0.40 0.62
1.15 -0.14 -0.54
1.01 0.38 0.58
0.53 0.35 -0.58
0.18 0.12 0.90
-1.33 -1.24 -0.93
2.63 1.39 3.38
0.57 -0.33 -0.95
-1.97 -0.33 3.42
-0.83 -0.24 -0.78
2.38 0.36 0.40
-3.12 -2.54 1.90
-1.64 1.00 -0.68
0.73 -0.39 -0.74
0.62 -1.00 -0.18
-0.62 0.06 -0.50
0.64 0.74 -0.94
0.83 0.05 -2.46
2.09 0.57 -0.72
-0.41 -0.92 -0.73
-1.65 1.25 -0.80
0.44 -0.97 0.28

The LUMO energy comes out at 3.46 eV. The strongest force on any atom comes out at 4.50 eV/A. For the energy above the lowest of the compared OMol25 structures with the same formula, charge and spin, the calculation gives 52.0 kcal/mol. The energy comes out at -15654.046 eV. Its total charge is -1. As for the orbital gap: 7.481 eV.

Atom charges from the natural (NBO) analysis, given in e for atoms 1 to 5: -0.726 0.794 -0.715 -0.736 0.222

***

4.
13 unconnected molecules or ions with the total composition H26O13, computed with ωB97M-V/def2-TZVPD.

CARTESIAN COORDINATES (ANGSTROEM)
O  0.139067  4.044496  0.973034
H  -0.298983  3.275046  0.609324
H  0.426787  3.767986  1.843084
O  1.090357  -1.728514  2.738344
H  0.716177  -0.847524  2.729614
H  0.464587  -2.259924  2.246164
O  -2.958623  -0.774404  -1.432896
H  -2.924933  -0.896454  -0.484106
H  -2.525653  -1.549744  -1.790116
O  -1.435913  1.871236  -0.079386
H  -1.921443  1.224686  0.432924
H  -1.823843  1.825426  -0.953246
O  0.724717  3.006396  -2.398736
H  1.460957  2.944076  -1.790216
H  0.065547  2.412526  -2.039526
O  2.575657  -0.952964  -1.482016
H  1.981957  -0.693724  -0.777356
H  3.446937  -0.916504  -1.087336
O  2.351947  2.765656  -0.363196
H  2.577607  1.972136  0.122224
H  2.079957  3.389536  0.309884
O  0.995787  -3.425664  0.349554
H  1.561397  -4.191364  0.449694
H  1.599897  -2.684024  0.314294
O  -0.935573  -2.677274  -1.516706
H  -0.357393  -2.077924  -1.988646
H  -0.433193  -2.937134  -0.744496
O  -2.536293  -1.018184  1.279264
H  -2.453333  -1.780334  1.852384
H  -3.010793  -0.373634  1.804274
O  0.418267  -0.240564  0.127814
H  -0.300423  -0.508394  0.700524
H  0.105877  0.561986  -0.289986
O  0.237297  -0.930854  -3.101806
H  1.073997  -0.826284  -2.648776
H  0.162617  -0.150494  -3.651076
O  -0.408993  0.549326  3.163714
H  -0.752643  -0.279184  3.497944
H  -1.179363  1.110566  3.075554

Atomic forces in eV per Å
0.65 0.68 0.17
-0.53 -0.53 -0.31
-0.15 -0.09 0.38
0.56 -0.41 0.25
0.13 0.53 -0.15
-0.17 -0.33 -0.21
-0.69 0.91 -0.79
0.09 -0.31 0.48
0.46 -0.32 0.13
0.62 0.59 -0.24
-0.35 -0.47 0.45
-0.41 -0.13 -0.35
-0.63 0.14 -1.12
0.32 -0.11 0.49
-0.08 -0.06 0.13
0.48 -0.24 -0.32
-0.86 0.24 0.71
0.27 0.02 -0.12
0.87 -0.22 0.09
0.01 -0.35 0.03
-0.57 0.45 0.15
-0.12 -0.24 0.17
0.03 -0.26 0.01
0.16 0.45 0.02
-0.54 -0.71 0.00
-0.10 0.34 -0.33
0.08 -0.25 0.26
0.63 0.08 -1.07
0.02 -0.70 0.56
-0.54 0.72 0.81
1.17 -0.27 -0.29
-0.51 -0.16 0.30
-0.41 0.37 -0.06
0.00 0.19 -0.52
0.65 0.04 0.10
-0.18 0.19 -0.10
1.04 0.36 -0.03
-0.69 -0.46 0.44
-0.70 0.33 -0.14

The LUMO energy (alpha / beta) comes out at 2.47 / 2.37 eV. The strongest force on any atom comes out at 1.39 eV/A. Its spin multiplicity is 2. For the energy above the lowest of the compared OMol25 structures with the same formula, charge and spin, the calculation gives 3.0 kcal/mol. The energy comes out at -27040.762 eV. Its total charge is -1. As for the orbital gap (alpha / beta): 3.118 / 9.644 eV.

Atom charges from the natural (NBO) analysis, given in e for atoms 1 to 5: -0.974 0.502 0.459 -0.988 0.484